# 1
Density functional theory data (ωB97M-V/def2-TZVPD) for C34H26F3IN2O5PPt as an isolated structure.

```
! wB97M-V def2-TZVPD RIJCOSX def2/J DEFGRID3
* xyz -1 1
Pt 0.287 -0.117 0.525
I 1.561 2.123 2.828
C -0.199 1.115 2.026
H -0.819 1.929 1.658
H -0.658 0.652 2.893
O 0.291 -1.256 -1.552
P -0.812 -1.722 -2.433
C -0.153 -2.842 -3.692
C 1.190 -3.192 -3.614
C 1.737 -4.053 -4.559
C 0.943 -4.565 -5.573
C -0.401 -4.215 -5.654
C -0.947 -3.353 -4.717
C -1.597 -0.421 -3.404
C -2.956 -0.381 -3.693
C -3.468 0.636 -4.492
C -2.620 1.598 -5.020
C -1.256 1.542 -4.757
C -0.749 0.543 -3.947
C -2.118 -2.608 -1.587
C -3.014 -1.870 -0.815
C -3.972 -2.522 -0.058
C -4.028 -3.908 -0.055
C -3.134 -4.648 -0.817
C -2.179 -3.999 -1.585
H 1.788 -2.780 -2.809
H 2.784 -4.323 -4.499
H 1.372 -5.232 -6.311
H -1.018 -4.614 -6.449
H -1.992 -3.071 -4.781
H -3.624 -1.127 -3.282
H -4.530 0.676 -4.698
H -3.020 2.398 -5.629
H -0.591 2.287 -5.175
H 0.308 0.518 -3.707
H -2.938 -0.788 -0.785
H -4.660 -1.948 0.549
H -4.765 -4.417 0.555
H -3.173 -5.729 -0.802
H -1.483 -4.574 -2.182
F -1.785 -1.504 1.981
C -0.460 -1.610 1.592
F -0.403 -2.840 0.969
F 0.177 -1.840 2.793
O -1.073 1.675 -1.072
C 0.076 2.103 -1.125
O 1.103 1.569 -0.577
C 0.351 3.397 -1.884
C -0.706 4.088 -2.459
C -0.479 5.265 -3.156
C 0.817 5.728 -3.266
C 1.885 5.073 -2.687
C 1.642 3.898 -1.989
N 1.071 6.967 -4.048
O 2.223 7.340 -4.163
O 0.113 7.538 -4.534
H -1.703 3.682 -2.348
H -1.284 5.820 -3.617
H 2.881 5.477 -2.791
H 2.446 3.352 -1.514
N 2.608 -1.093 0.736
C 3.661 -0.682 0.942
C 5.006 -0.201 1.207
C 6.086 -1.027 0.915
C 7.376 -0.610 1.207
C 7.588 0.633 1.787
C 6.510 1.464 2.057
C 5.217 1.051 1.767
H 5.904 -1.994 0.464
H 8.214 -1.256 0.981
H 8.594 0.953 2.029
H 6.672 2.440 2.496
H 4.365 1.685 1.974
*
```

Computed properties:
lowest unoccupied orbital energy = 1.76 eV
maximum force = 0.9 eV/Å
orbital gap = 5.65 eV
molecular weight = 952.54 g/mol
ΔE to the lowest compared entry with this formula, charge and spin = 1.367 eV
E = -77687.828 eV

In elementary charge units, the Löwdin charges are: 0.96, 0.62, -0.78, -0.04, -0.05, -0.38, 0.80, -0.27, -0.06, -0.08, -0.09, -0.09, -0.08, -0.26, -0.08, -0.08, -0.08, -0.08, -0.07, -0.28, -0.09, -0.07, -0.08, -0.08, -0.07, 0.11, 0.10, 0.10, 0.10, 0.11, 0.10, 0.10, 0.10, 0.11, 0.12, 0.12, 0.11, 0.10, 0.10, 0.11, -0.01, -0.69, -0.01, -0.01, -0.02, -0.66, -0.20, -0.11, -0.01, 0.00, -0.16, 0.00, 0.01, -0.35, 0.06, 0.06, 0.12, 0.11, 0.11, 0.12, 0.16, -0.14, -0.21, -0.04, -0.09, -0.09, -0.07, -0.04, 0.12, 0.10, 0.10, 0.10, 0.03



# 2
Density functional theory data (ωB97M-V/def2-TZVPD) for C39H28N4O3PPdSe as an isolated structure in a non-equilibrium geometry.

```
! wB97M-V def2-TZVPD RIJCOSX def2/J DEFGRID3
* xyz 1 1
Pd 0.864 0.286 0.600
Se 7.801 -3.478 0.327
N 7.371 -1.760 0.392
C 6.073 -1.717 0.435
C 5.311 -0.468 0.509
C 5.949 0.770 0.542
C 5.189 1.902 0.654
C 3.806 1.766 0.723
N 3.180 0.595 0.664
C 3.918 -0.519 0.567
C 3.202 -1.834 0.522
N 1.858 -1.836 0.546
C 1.230 -3.000 0.498
C 1.872 -4.231 0.451
C 3.240 -4.242 0.437
C 3.923 -3.029 0.462
C 5.385 -2.985 0.419
N 6.126 -4.052 0.365
H 7.030 0.807 0.487
H 5.641 2.885 0.693
H 3.168 2.629 0.835
H 0.150 -2.959 0.482
H 1.296 -5.148 0.425
H 3.805 -5.166 0.402
O -2.887 3.133 0.650
C -2.896 1.981 0.520
O -1.675 1.293 0.430
C -4.007 0.996 0.465
C -5.342 1.343 0.520
C -6.289 0.332 0.531
C -5.889 -0.995 0.520
C -4.539 -1.327 0.460
C -3.597 -0.310 0.404
P -1.773 -0.324 0.339
C -1.236 -1.063 1.867
C -1.687 -2.343 2.215
C -1.448 -2.847 3.485
C -0.772 -2.070 4.417
C -0.307 -0.810 4.069
C -0.539 -0.296 2.799
C -1.347 -1.085 -1.240
C -2.317 -1.865 -1.888
C -2.029 -2.494 -3.092
C -0.782 -2.329 -3.673
C 0.175 -1.529 -3.056
C -0.095 -0.911 -1.845
H -5.625 2.389 0.562
H -7.345 0.576 0.562
H -6.636 -1.780 0.562
H -4.238 -2.368 0.465
H -2.222 -2.950 1.488
H -1.806 -3.836 3.752
H -0.620 -2.442 5.424
H 0.238 -0.214 4.791
H -0.239 0.713 2.579
H -3.306 -1.975 -1.467
H -2.781 -3.107 -3.576
H -0.554 -2.821 -4.614
H 1.145 -1.384 -3.518
H 0.675 -0.292 -1.374
C 1.084 5.110 0.064
C 0.499 3.770 -0.318
O 0.863 2.759 0.253
C -0.537 3.737 -1.398
C -0.665 2.585 -2.167
C -1.677 2.475 -3.108
C -2.576 3.525 -3.279
C -2.440 4.686 -2.529
C -1.419 4.796 -1.594
H 1.961 4.970 0.691
H 0.344 5.684 0.634
H 1.339 5.692 -0.825
H 0.046 1.786 -2.021
H -1.768 1.574 -3.704
H -3.379 3.438 -4.002
H -3.135 5.508 -2.669
H -1.335 5.698 -0.995
*
```

Computed properties:
lowest unoccupied orbital energy = -2.64 eV
maximum force = 2.4 eV/Å
orbital gap = 6.65 eV
molecular weight = 817.03 g/mol
ΔE to the lowest compared entry with this formula, charge and spin = 2.131 eV
E = -131110.567 eV

In elementary charge units, the Löwdin charges are: 0.42, 1.15, -0.22, -0.34, -0.09, 0.01, -0.03, -0.10, 0.06, -0.13, -0.12, 0.08, -0.11, -0.02, 0.01, -0.08, -0.35, -0.22, 0.12, 0.11, 0.09, 0.09, 0.12, 0.12, 0.22, -0.42, -0.15, -0.13, 0.02, -0.04, -0.04, -0.06, -0.20, 1.00, -0.32, -0.10, -0.06, -0.06, -0.05, -0.10, -0.27, -0.06, -0.06, -0.06, -0.05, -0.12, 0.13, 0.12, 0.12, 0.11, 0.11, 0.11, 0.11, 0.12, 0.09, 0.08, 0.11, 0.11, 0.12, 0.06, 0.01, -0.37, 0.01, -0.17, -0.03, -0.06, -0.07, -0.06, -0.03, 0.08, 0.10, 0.10, 0.09, 0.11, 0.11, 0.11, 0.12



# 3
Density functional theory data (ωB97M-V/def2-TZVPD) for a 7-piece molecular cluster, C6H26O10 overall in a non-equilibrium geometry.

```
! wB97M-V def2-TZVPD RIJCOSX def2/J DEFGRID3
* xyz 0 1
O -0.339 -2.959 -1.947
C 0.834 -3.575 -2.388
C 1.732 -2.703 -3.160
O 1.882 -1.477 -2.505
H -0.858 -3.688 -1.516
H 1.370 -3.818 -1.477
H 0.459 -4.447 -2.960
H 1.337 -2.528 -4.121
H 2.625 -3.240 -3.342
H 1.913 -1.621 -1.582
O 0.775 2.071 -0.708
C -0.186 2.890 -1.314
C -1.537 2.779 -0.610
O -2.135 1.503 -0.700
H 0.415 1.187 -0.992
H 0.283 3.848 -1.168
H -0.316 2.730 -2.370
H -2.210 3.474 -1.074
H -1.400 2.986 0.462
H -1.464 0.793 -0.739
O -0.995 1.801 4.747
C 0.275 1.763 4.125
C 0.000 1.944 2.609
O 0.943 1.233 1.862
H -1.278 2.697 4.972
H 1.040 2.375 4.582
H 0.546 0.798 4.346
H 0.107 2.977 2.322
H -1.066 1.622 2.396
H 0.969 1.651 0.975
O 2.403 -1.534 0.158
H 2.938 -1.322 0.954
H 1.742 -2.168 0.418
O -0.632 -1.115 2.033
H -1.291 -1.287 2.720
H -0.352 -0.264 2.289
O -0.347 -0.389 -0.650
H -0.204 -1.271 -1.058
H -0.219 -0.500 0.311
O -2.821 -0.852 -2.173
H -1.891 -0.776 -2.030
H -3.048 -1.586 -1.695
*
```

Computed properties:
lowest unoccupied orbital energy = 0.13 eV
maximum force = 3.6 eV/Å
orbital gap = 9.51 eV
SMILES = OCCO.OCCO.OCCO.O.O.O.O
molecular weight = 258.26 g/mol
ΔE to the lowest compared entry with this formula, charge and spin = 2.465 eV
E = -27116.380 eV

In elementary charge units, the Löwdin charges are: -0.08, -0.26, -0.25, -0.02, 0.14, 0.12, 0.14, 0.11, 0.11, -0.01, -0.09, -0.23, -0.23, -0.08, 0.07, 0.12, 0.12, 0.11, 0.10, 0.01, -0.08, -0.21, -0.26, -0.09, 0.09, 0.12, 0.09, 0.12, 0.14, 0.06, -0.03, 0.09, 0.04, -0.02, 0.08, -0.03, -0.07, 0.05, 0.04, 0.01, -0.01, -0.01



# 4
Density functional theory data (ωB97M-V/def2-TZVPD) for C5H6N2O4 as an isolated structure in a non-equilibrium geometry.

```
! wB97M-V def2-TZVPD RIJCOSX def2/J DEFGRID3
* xyz 0 1
C -0.361 1.388 -1.506
C -1.000 1.421 -0.385
C -0.795 -1.091 1.073
C 0.770 0.414 -1.741
C 0.067 -0.098 0.434
N -0.282 -2.393 1.130
N 0.866 0.732 1.344
O 0.583 0.962 2.492
O -1.827 -0.843 1.621
O 1.826 1.193 0.773
O 0.712 -0.568 -0.690
H -0.622 2.139 -2.406
H -1.795 1.700 0.210
H 0.574 -0.019 -2.625
H 1.664 0.884 -1.655
H 0.220 -2.669 0.264
H -0.600 -3.153 1.667
*
```

Computed properties:
lowest unoccupied orbital energy = -0.08 eV
maximum force = 5.6 eV/Å
orbital gap = 10.03 eV
molecular weight = 158.11 g/mol
ΔE to the lowest compared entry with this formula, charge and spin = 6.168 eV
E = -16446.464 eV

In elementary charge units, the Löwdin charges are: -0.10, 0.17, -0.47, -0.12, -0.23, 0.17, -0.35, 0.12, 0.11, 0.10, -0.02, 0.17, 0.07, 0.09, 0.09, 0.11, 0.09



# 5
Density functional theory data (ωB97M-V/def2-TZVPD) for a 2-piece molecular cluster, C4H11NO overall in a non-equilibrium geometry.

```
! wB97M-V def2-TZVPD RIJCOSX def2/J DEFGRID3
* xyz 0 1
C 0.743 2.173 0.263
C 1.119 1.029 -0.530
C 1.132 -0.183 0.227
C 1.894 -1.349 0.171
N 1.871 -2.370 1.178
H 0.952 2.437 1.381
H 1.304 2.988 -0.248
H -0.344 2.447 0.197
H 2.098 1.277 -0.916
H 0.425 0.994 -1.430
H 0.567 -0.185 1.136
H 2.493 -1.587 -0.785
H 1.706 -1.921 2.110
H 2.681 -2.988 1.200
O -5.313 0.329 -1.206
H -6.121 0.703 -1.559
H -5.682 -0.225 -0.472
*
```

Computed properties:
lowest unoccupied orbital energy = 1.03 eV
maximum force = 5.9 eV/Å
orbital gap = 8.76 eV
SMILES = CC/C=C/N.O
molecular weight = 89.14 g/mol
ΔE to the lowest compared entry with this formula, charge and spin = 2.450 eV
E = -7862.103 eV

In elementary charge units, the Löwdin charges are: -0.17, -0.35, -0.16, -0.19, -0.01, 0.11, 0.07, 0.08, 0.11, 0.14, 0.09, 0.13, 0.09, 0.07, -0.08, 0.02, 0.06



# 6
Density functional theory data (ωB97M-V/def2-TZVPD) for one molecule with the formula C2H7N3OS in a non-equilibrium geometry.

```
! wB97M-V def2-TZVPD RIJCOSX def2/J DEFGRID3
* xyz 0 1
N 2.085 -0.651 -0.394
N 0.798 -1.258 0.073
C 0.131 -0.262 0.329
C -1.356 -0.456 0.723
S -2.918 -0.309 -0.320
N 0.694 1.029 -0.012
O -0.456 1.893 -0.046
H 2.512 -0.248 0.436
H 2.628 -1.518 -0.979
H -1.237 -1.291 1.518
H -1.869 0.390 1.128
H -2.383 -1.079 -1.472
H 1.141 1.027 -1.056
H 0.232 2.734 0.071
*
```

Computed properties:
lowest unoccupied orbital energy = 0.68 eV
maximum force = 6.1 eV/Å
orbital gap = 9.58 eV
SMILES = N/N=C(/CS)NO
molecular weight = 121.16 g/mol
ΔE to the lowest compared entry with this formula, charge and spin = 5.437 eV
E = -19534.404 eV

In elementary charge units, the Löwdin charges are: -0.08, 0.03, -0.45, -0.47, 0.64, -0.10, -0.17, 0.07, 0.17, 0.11, -0.04, -0.07, 0.18, 0.18